Record 1
The following is a DFT calculation (ωB97M-V/def2-TZVPD) of C2H2LuO3 as an isolated structure at a distorted geometry.

Cartesian coordinates (Å):
H 1.30117 -0.57708 1.18433
O 1.38452 -1.13888 -1.05645
O 0.97285 0.23256 -1.08476
C 0.75071 -1.23665 0.23676
C 0.35531 0.18298 0.08532
Lu -1.59069 1.62802 0.59245
O 0.04566 -2.30766 0.47984
H 0.41437 -2.84572 1.19394

## Properties
multiplicity	1
gap between HOMO and LUMO	6.26	eV
E_LUMO	-18.056	eV
charge	+3

From a natural (NBO) analysis of the wavefunction, the atomic charges in e read:
1 H 0.3095
2 O -0.0221
3 O -0.0653
4 C 0.3719
5 C -0.2999
6 Lu 2.7228
7 O -0.5784
8 H 0.5615


Record 2
The following is a DFT calculation (ωB97M-V/def2-TZVPD) of one molecule with the formula C2H2N2O at a distorted geometry.

Cartesian coordinates (Å):
C -0.77275 0.22296 0.66576
C 0.65032 -0.50995 -0.72556
H -1.24877 0.49751 1.64750
H 0.91879 -1.26583 -1.49459
N -0.11319 1.20977 0.29065
N 0.94851 0.77478 -0.60237
O -0.38291 -0.92924 0.21861

## Properties
multiplicity	1
gap between HOMO and LUMO	11.64	eV
E_LUMO	0.854	eV
SMILES	c1nnco1

From a natural (NBO) analysis of the wavefunction, the atomic charges in e read:
1 C 0.2884
2 C 0.2658
3 H 0.2282
4 H 0.2214
5 N -0.3138
6 N -0.2606
7 O -0.4294


Record 3
The following is a DFT calculation (ωB97M-V/def2-TZVPD) of one molecule with the formula C2H2N2O at a distorted geometry.

Cartesian coordinates (Å):
C -0.18177 -0.57204 -0.59520
C 0.69560 -0.04587 0.44081
H -0.38893 -1.66537 -0.85312
H 1.31894 -0.66397 1.35331
N 0.25254 1.11378 0.77512
N -1.01807 0.43695 -1.00681
O -0.67832 1.39652 -0.11411

## Properties
multiplicity	1
gap between HOMO and LUMO	11.75	eV
E_LUMO	0.567	eV
SMILES	c1cnon1

From a natural (NBO) analysis of the wavefunction, the atomic charges in e read:
1 C -0.1100
2 C -0.1013
3 H 0.2394
4 H 0.2456
5 N -0.0714
6 N -0.0659
7 O -0.1363


In the order shown, the computed ΔE to the lowest compared entry with this formula, charge and spin values come out to 0.0 47.2 82.5 kcal per mole.
In the order shown, the computed highest occupied orbital energy values come out to -24.319 -10.789 -11.184 eV.